[1]
The following is a quantum chemistry calculation of a structure of composition C4H8O2S, from OMol25.

The geometry in XYZ format:
```
15
Properties=species:S:1:pos:R:3:nbo_charge:R:1
C 1.99 0.99 -0.73 -0.2368
C -0.46 1.05 -0.64 -0.2780
C -1.85 -1.11 0.20 0.3869
C -0.60 -1.51 1.13 -0.7556
H 2.19 0.50 0.43 0.1795
H 2.68 0.67 -1.55 0.2218
H 1.81 2.41 -0.36 0.1353
H -0.43 0.66 0.59 0.2029
H -0.50 2.29 -0.63 0.2425
H 0.21 -0.43 0.52 0.2252
H -0.30 -2.76 0.89 0.2895
H -0.91 -1.41 2.47 0.2683
O 0.78 0.51 -1.28 -0.5862
O -2.72 -1.97 0.19 -0.5460
S -1.90 0.12 -1.22 0.2506
```

## Properties
- spin multiplicity = 1
- ΔE to the lowest compared entry with this formula, charge and spin (kJ/mol) = 799.6
- total charge = 0
- HOMO-LUMO gap (eV) = 9.55
- LUMO level (Ha) = 0.0069

[2]
The following is a quantum chemistry calculation of the molecule C14H28N2O4, from OMol25.

The geometry in XYZ format:
```
48
Properties=species:S:1:pos:R:3:nbo_charge:R:1
C 1.65 3.92 -3.61 -0.6384
C 1.19 2.81 -4.55 0.1032
C 1.67 3.08 -5.98 -0.6130
O -0.23 2.72 -4.63 -0.5397
C -0.90 2.20 -3.51 -0.0616
C -0.73 0.68 -3.35 -0.4357
C -1.74 0.09 -2.37 -0.2243
N -1.57 0.59 -1.03 -0.5893
C -1.02 -0.09 -0.02 0.5864
O -0.65 -1.26 -0.06 -0.6392
C -0.91 0.77 1.24 0.5792
O -1.18 1.96 1.22 -0.6451
N -0.47 0.08 2.29 -0.5951
C -0.29 0.63 3.61 -0.2213
C -0.78 -0.35 4.68 -0.4221
C 0.04 -1.64 4.70 -0.0617
O -0.28 -2.40 3.55 -0.5625
C 0.63 -3.43 3.21 0.1110
C 0.65 -4.56 4.25 -0.6389
C 0.19 -3.96 1.85 -0.6299
H 2.73 4.02 -3.66 0.2124
H 1.38 3.71 -2.58 0.2088
H 1.19 4.86 -3.90 0.2122
H 1.60 1.85 -4.21 0.1587
H 2.75 3.12 -6.01 0.2062
H 1.32 2.29 -6.64 0.2158
H 1.26 4.02 -6.32 0.2101
H -1.95 2.42 -3.70 0.1835
H -0.60 2.71 -2.59 0.1639
H 0.28 0.45 -3.00 0.2056
H -0.87 0.21 -4.33 0.2161
H -2.76 0.31 -2.70 0.1950
H -1.61 -1.00 -2.31 0.2329
H -1.78 1.56 -0.82 0.4259
H -0.35 -0.93 2.19 0.4475
H -0.85 1.57 3.65 0.2283
H 0.77 0.85 3.77 0.1876
H -0.71 0.13 5.66 0.2170
H -1.82 -0.61 4.49 0.2182
H 1.12 -1.41 4.71 0.1628
H -0.19 -2.21 5.61 0.1744
H 1.64 -3.00 3.14 0.1584
H 1.05 -4.21 5.20 0.2066
H -0.36 -4.93 4.41 0.2122
H 1.27 -5.37 3.89 0.2163
H -0.78 -4.44 1.94 0.2074
H 0.91 -4.68 1.48 0.2069
H 0.10 -3.14 1.14 0.2473
```

## Properties
- SMILES string = CC(C)OCCCNC(=O)C(=O)NCCCOC(C)C
- spin multiplicity = 1
- ΔE to the lowest compared entry with this formula, charge and spin (kJ/mol) = 118.9
- total charge = 0
- HOMO-LUMO gap (eV) = 10.35
- LUMO level (Ha) = 0.0328

[3]
The following is a quantum chemistry calculation of a cluster of 3 separate species, C20H47NO11S2 in total, from OMol25.

The geometry in XYZ format:
```
81
Properties=species:S:1:pos:R:3:mulliken_charge:R:1
C -0.10 -3.76 -2.49 -1.0843
C -1.18 -4.11 -3.50 0.1437
O -1.06 -3.18 -4.58 -0.5578
C -2.60 -4.13 -2.92 -0.5138
N -3.02 -2.84 -2.38 -0.1366
C -4.28 -2.92 -1.65 0.4458
C -5.12 -1.66 -1.84 -0.4073
O -5.38 -1.35 -3.20 -0.3940
O -6.11 -2.47 -3.74 -0.0667
S -7.64 -1.84 -3.94 0.6469
O -7.66 -1.10 -5.17 -0.5414
O -8.20 -3.31 -4.28 -0.3422
C -8.89 -4.02 -3.24 -0.3969
C -8.15 -5.31 -2.81 -0.6597
C -6.75 -5.49 -3.40 0.3440
S -6.30 -7.22 -3.73 -0.1998
H -0.32 -2.85 -1.93 0.0377
H 0.84 -3.59 -3.02 0.3907
H 0.05 -4.58 -1.78 0.3444
H -0.99 -5.13 -3.86 0.2632
H -1.50 -3.54 -5.35 0.3580
H -2.64 -4.94 -2.18 0.3932
H -3.29 -4.39 -3.73 0.2775
H -2.30 -2.50 -1.76 0.1247
H -4.85 -3.78 -2.01 -0.6255
H -4.13 -3.07 -0.57 0.4075
H -4.59 -0.77 -1.49 0.3355
H -6.06 -1.75 -1.28 0.2687
H -9.88 -4.25 -3.64 0.3333
H -9.03 -3.35 -2.38 0.3080
H -8.77 -6.17 -3.07 0.3654
H -8.06 -5.30 -1.72 0.3429
H -5.99 -5.07 -2.73 -0.5583
H -6.67 -4.98 -4.36 0.2447
H -6.90 -7.74 -2.64 0.1194
C 0.51 1.34 3.56 -0.8112
O 1.48 0.57 2.90 -0.0687
C 1.28 -0.82 3.06 -0.5951
C 2.12 -1.57 2.05 -0.5310
O 1.58 -1.59 0.74 -0.4228
C 1.65 -0.39 -0.02 -0.4338
C 3.03 -0.03 -0.51 -0.7903
O 3.79 0.58 0.52 -0.0002
C 5.15 0.70 0.19 -0.8408
H 0.50 1.15 4.64 0.3214
H 0.76 2.39 3.39 0.1247
H -0.49 1.14 3.16 0.3549
H 0.22 -1.08 2.94 0.3729
H 1.59 -1.13 4.07 0.4167
H 2.17 -2.62 2.35 0.3930
H 3.14 -1.16 2.05 0.2117
H 1.23 0.46 0.54 0.1952
H 1.02 -0.57 -0.89 0.3889
H 2.93 0.67 -1.35 0.4225
H 3.54 -0.93 -0.88 0.4212
H 5.61 -0.29 0.02 0.3250
H 5.65 1.18 1.03 0.1922
H 5.30 1.31 -0.71 0.3265
C 7.14 8.03 1.63 -0.7718
O 6.50 7.04 2.39 -0.2237
C 6.09 7.51 3.66 -0.6258
C 5.10 6.56 4.29 -0.3157
O 3.79 6.66 3.77 -0.4305
C 3.54 5.96 2.56 -0.6275
C 3.25 4.49 2.77 -0.2726
O 4.44 3.77 3.00 -0.3219
C 4.18 2.46 3.47 -0.5670
H 8.05 8.40 2.14 0.3066
H 7.43 7.59 0.68 0.2283
H 6.48 8.89 1.45 0.3168
H 5.62 8.50 3.56 0.3436
H 6.96 7.61 4.32 0.4139
H 5.01 6.83 5.35 0.3748
H 5.47 5.53 4.23 0.1990
H 4.36 6.08 1.85 0.2939
H 2.64 6.42 2.14 0.3893
H 2.74 4.10 1.88 0.3406
H 2.57 4.37 3.62 0.2620
H 3.65 2.48 4.43 0.3528
H 5.15 1.97 3.60 0.3465
H 3.59 1.89 2.75 0.0048
```

## Properties
- spin multiplicity = 1
- total charge = 0
- HOMO-LUMO gap (eV) = 9.50
- LUMO level (Ha) = 0.0178

[4]
The following is a quantum chemistry calculation of a cluster of 2 separate species, C3H3NO in total, from OMol25.

The geometry in XYZ format:
```
8
Properties=species:S:1:pos:R:3:nbo_charge:R:1
C -0.53 -1.40 0.13 -0.7834
C -1.19 -0.27 0.14 0.7211
O -1.75 0.76 0.14 -0.4844
H 0.43 -1.43 -0.37 0.2811
H -0.92 -2.27 0.63 0.2659
C 1.33 1.53 -0.18 0.0721
N 2.12 0.73 -0.44 -0.3165
H 0.58 2.26 0.06 0.2441
```

## Properties
- SMILES string = C=C=O.C#N
- spin multiplicity = 1
- ΔE to the lowest compared entry with this formula, charge and spin (kJ/mol) = 115.6
- total charge = 0
- HOMO-LUMO gap (eV) = 10.32
- LUMO level (Ha) = 0.0310

[5]
The following is a quantum chemistry calculation of a cluster of 5 separate species, C13H29N4O7 in total, from OMol25.

The geometry in XYZ format:
```
53
Properties=species:S:1:pos:R:3:nbo_charge:R:1
O -22.87 0.17 -31.31 -0.7714
C -22.00 0.02 -32.27 0.9313
O -21.87 -1.12 -32.63 -0.7254
O -21.27 0.94 -32.82 -0.7922
H -23.01 -0.77 -31.38 0.5013
C -19.70 2.38 -31.17 -0.7643
C -18.53 1.71 -31.95 0.6485
O -18.63 0.63 -32.63 -0.5646
N -17.39 2.47 -31.98 -0.6499
C -16.07 2.12 -32.59 -0.4065
H -20.62 1.88 -31.49 0.3208
H -19.50 3.43 -31.39 0.1866
H -19.59 2.25 -30.10 0.2130
H -17.60 3.41 -31.67 0.3790
H -16.21 1.81 -33.63 0.2093
H -15.43 1.36 -32.15 0.1926
H -15.44 3.01 -32.51 0.1869
C -21.28 -2.14 -30.18 -0.7277
C -20.02 -1.56 -30.69 0.6348
O -19.76 -1.28 -31.83 -0.5178
N -19.25 -0.99 -29.79 -0.6270
C -19.39 -0.88 -28.34 -0.4173
H -21.11 -2.71 -29.27 0.1888
H -21.59 -2.89 -30.91 0.2512
H -22.08 -1.41 -30.12 0.2339
H -18.45 -0.45 -30.08 0.3976
H -20.37 -0.48 -28.06 0.1887
H -18.62 -0.30 -27.84 0.2011
H -19.38 -1.92 -28.02 0.1810
C -24.09 2.16 -30.10 -0.7641
C -23.22 3.30 -30.65 0.6737
O -23.06 4.25 -29.87 -0.6953
N -22.60 3.11 -31.80 -0.6095
C -21.55 3.90 -32.33 -0.4143
H -25.13 2.08 -30.42 0.2077
H -23.94 2.03 -29.02 0.2136
H -23.80 1.16 -30.40 0.2821
H -22.81 2.24 -32.26 0.4369
H -20.67 3.32 -32.60 0.2351
H -21.21 4.72 -31.69 0.2084
H -21.90 4.27 -33.29 0.1749
C -23.69 -0.04 -34.43 -0.7234
C -22.52 -0.65 -35.12 0.6318
O -21.47 -0.75 -34.53 -0.4975
N -22.86 -1.08 -36.34 -0.6478
C -21.82 -1.46 -37.32 -0.4147
H -24.60 -0.13 -35.02 0.1757
H -23.43 1.02 -34.47 0.2403
H -23.79 -0.58 -33.48 0.2427
H -23.76 -1.32 -36.72 0.3808
H -21.68 -2.54 -37.30 0.1797
H -20.83 -1.02 -37.19 0.2265
H -22.24 -1.12 -38.27 0.1742
```

## Properties
- spin multiplicity = 1
- ΔE to the lowest compared entry with this formula, charge and spin (kJ/mol) = 593.4
- total charge = -1
- HOMO-LUMO gap (eV) = 6.76
- LUMO level (Ha) = 0.1117

[6]
The following is a quantum chemistry calculation of a structure of composition C26H37Cl3N4O5S5Ti, from OMol25.

The geometry in XYZ format:
```
81
Properties=species:S:1:pos:R:3:lowdin_spin:R:1
Ti 0.39 -0.04 -0.02 0.9422
C 2.98 -2.20 0.59 0.0031
C 1.91 -3.24 0.34 0.0046
S 0.42 -2.61 -0.49 0.0014
C -0.91 -3.29 0.53 0.0000
C -0.89 -2.86 1.99 -0.0002
S -0.79 -1.06 2.18 -0.0031
C 0.49 -0.86 3.45 -0.0003
C 1.86 -1.39 3.06 -0.0006
S 2.44 -0.71 1.48 0.0027
H 3.82 -2.64 1.13 -0.0002
H 3.36 -1.79 -0.35 0.0000
H 2.33 -4.02 -0.29 -0.0002
H 1.60 -3.72 1.27 0.0004
H -1.81 -2.95 0.01 0.0000
H -0.89 -4.38 0.46 -0.0002
H -1.80 -3.20 2.48 -0.0001
H -0.05 -3.30 2.52 0.0001
H 0.52 0.22 3.62 0.0000
H 0.14 -1.32 4.38 -0.0001
H 2.58 -1.12 3.84 -0.0001
H 1.86 -2.47 2.99 0.0000
O 2.29 1.83 -2.62 0.0009
S 1.39 0.76 -2.38 0.0057
O 0.92 0.00 -3.51 0.0005
O 1.92 -0.21 -1.29 0.0023
O 0.17 1.23 -1.55 -0.0020
C -4.31 -0.86 -2.04 0.0002
C -3.00 -0.59 -2.75 0.0003
C -2.84 -1.50 -3.96 0.0001
C -2.91 0.88 -3.20 0.0003
N -1.87 -0.95 -1.86 0.0048
N -1.78 -0.16 -0.66 0.0085
H -5.14 -0.71 -2.73 0.0001
H -4.48 -0.19 -1.19 0.0000
H -4.35 -1.90 -1.69 0.0000
H -3.62 -1.31 -4.69 0.0000
H -2.89 -2.55 -3.66 0.0000
H -1.87 -1.34 -4.45 0.0000
H -3.70 1.08 -3.93 0.0001
H -1.95 1.08 -3.67 0.0000
H -3.06 1.58 -2.38 0.0001
H -1.01 -0.77 -2.38 0.0011
H -2.51 -0.48 -0.03 0.0002
H -1.98 0.83 -0.87 0.0023
Cl -3.38 5.30 -2.81 0.0000
C -1.87 5.36 -1.97 0.0000
C -0.98 4.31 -2.07 0.0000
C 0.22 4.37 -1.39 0.0000
C 0.55 5.46 -0.60 0.0000
C 1.83 5.45 0.21 0.0001
C 1.57 5.02 1.65 0.0001
N 0.81 3.77 1.69 0.0022
C -0.52 3.65 1.99 0.0002
C -0.86 2.36 1.73 0.0055
N 0.26 1.69 1.27 0.0117
C 1.24 2.58 1.25 0.0042
O 2.79 4.54 -0.29 0.0000
C 3.35 4.86 -1.57 0.0000
C 3.74 6.30 -1.69 0.0000
C 4.77 6.88 -1.01 0.0000
Cl 5.84 6.09 0.08 0.0000
S 4.91 8.56 -1.31 0.0000
C 3.57 8.51 -2.37 0.0000
C 3.05 7.26 -2.48 0.0000
C -0.36 6.51 -0.52 0.0000
Cl -0.02 7.89 0.48 0.0000
C -1.57 6.48 -1.19 0.0000
H -1.21 3.45 -2.69 0.0000
H 0.92 3.55 -1.47 0.0001
H 2.25 6.46 0.25 0.0000
H 0.99 5.78 2.17 0.0000
H 2.52 4.88 2.16 0.0000
H -1.10 4.48 2.36 0.0001
H -1.81 1.88 1.85 0.0002
H 2.24 2.41 0.89 0.0007
H 2.65 4.59 -2.37 0.0000
H 4.22 4.20 -1.66 0.0000
H 3.25 9.41 -2.87 0.0000
H 2.20 7.02 -3.10 0.0000
H -2.27 7.30 -1.12 0.0000
```

## Properties
- spin multiplicity = 2
- ΔE to the lowest compared entry with this formula, charge and spin (kJ/mol) = 0.0
- total charge = +1
- HOMO-LUMO gap (alpha / beta) (eV) = 8.06 / 8.25
- <S²> = 0.753
- LUMO level (alpha / beta) (Ha) = -0.0928 / -0.0859

no.,maximum force (eV Å⁻¹)
1,5.54
2,0.56
3,0.49
4,1.18
5,7.99
6,0.18